{"formula": "C40H88N4O6", "method": "ωB97M-V/def2-TZVPD", "e_homo_ev": -7.2, "spin_multiplicity": 1, "homo_lumo_gap_ev": 7.7, "e_lumo_ev": 0.5, "e_tot_ha": -2245.6629, "species": ["H", "H", "H", "C", "H", "H", "C", "C", "C", "C", "O", "H", "H", "H", "H", "H", "H", "N", "H", "C", "H", "H", "H", "H", "H", "H", "H", "H", "H", "C", "H", "H", "H", "C", "H", "H", "H", "N", "H", "H", "C", "H", "C", "C", "C", "H", "O", "H", "C", "H", "H", "C", "N", "H", "H", "H", "H", "H", "H", "H", "H", "H", "H", "H", "H", "H", "C", "H", "H", "C", "H", "H", "C", "H", "N", "C", "H", "H", "H", "H", "H", "H", "H", "H", "C", "C", "H", "C", "H", "H", "O", "C", "H", "C", "H", "H", "H", "C", "H", "C", "C", "C", "H", "C", "H", "C", "H", "H", "C", "C", "C", "H", "H", "H", "C", "H", "H", "H", "H", "H", "H", "C", "H", "C", "H", "C", "O", "C", "C", "O", "H", "O", "C", "H", "H", "H", "C", "H"], "coordinates": [[5.22456, 3.94653, 6.27756], [-1.29583, 3.79071, 2.96553], [-2.82032, -0.14389, -1.84468], [2.61487, 4.21005, 6.02037], [3.13023, 0.97023, 2.38636], [2.82847, 5.24992, 5.77311], [-1.77697, -2.34301, -4.01283], [3.33846, 3.08872, 5.26209], [-0.01444, 2.54568, 2.18283], [5.82412, 2.89763, 3.66065], [2.23617, 3.32351, 3.14193], [3.79387, -0.15741, 1.87588], [5.70068, -1.98826, 2.48818], [-5.87900, 1.20565, -3.57611], [-3.06674, -1.44088, -5.59919], [2.70838, -2.95707, -4.05594], [0.92265, 2.47730, 2.73536], [-5.26982, 0.67292, -0.33744], [-3.81280, -0.36938, 1.71484], [2.94937, 0.28614, 1.34845], [-2.77080, -1.36466, 0.62915], [-1.87690, -4.16164, -4.70154], [3.00454, 0.79496, 5.26503], [3.82223, -2.00084, 0.06395], [-2.34647, -1.81138, -1.85657], [-1.38549, 0.78288, 1.31388], [0.75417, 0.63807, 2.75718], [2.56465, -2.45308, 0.22224], [-2.09909, -0.49014, -2.93888], [0.79333, -0.42637, 2.52580], [0.06675, -2.45660, -1.90386], [1.64185, 1.79721, 5.09062], [6.61869, 2.41932, 3.08795], [-1.30962, -0.29789, 1.19440], [-6.56568, 0.25337, 0.77849], [0.81443, 1.59635, 0.54164], [-3.52491, -3.43749, -4.79895], [0.81287, -0.29132, 0.13860], [4.86473, -3.36658, 0.55606], [-1.77414, -0.42421, -5.08295], [1.68286, -0.75684, 1.33798], [-7.89341, 0.31146, -0.76306], [-3.41252, -0.48710, 0.70785], [-6.29255, 2.75757, -1.35806], [-4.64022, -0.38904, -2.98308], [5.44917, 1.23117, 5.21901], [-5.84926, 0.87748, 0.91577], [-3.50172, -1.77117, -1.96085], [-5.98660, 1.19522, -1.48607], [4.66427, 2.38073, 6.87838], [-5.41556, -1.14546, -3.10469], [4.46597, 2.74417, 2.96784], [3.41290, 3.34365, 3.81031], [-6.77203, 3.06375, -0.42830], [0.67661, -0.87293, -6.10853], [5.38236, 3.27421, 0.97436], [0.12882, -2.50074, -0.90247], [-1.26937, -1.15618, -7.30865], [2.55318, 1.54519, 6.65756], [1.53920, 4.19971, 5.84447], [2.78301, -2.53821, 2.00972], [3.43246, -2.84860, 1.56487], [-2.17708, 0.17729, -1.26440], [-0.77725, 1.21082, -0.97429], [-3.53525, -1.59392, -3.09713], [-7.00415, 3.07176, -2.12160], [-1.19432, -1.87187, -6.48996], [3.28730, 0.64860, 0.37762], [0.76439, -4.87302, -4.31269], [-0.70807, -0.84216, 2.42566], [1.09364, -0.83824, 3.48927], [-1.67776, -2.24894, -1.08108], [4.24756, -2.54076, 0.90994], [-0.80608, -1.91298, 2.60407], [-0.30380, -2.50284, -3.73508], [4.62561, 3.67390, 1.64940], [-4.40113, 1.88452, -2.77960], [6.08199, 3.95329, 3.74534], [-2.65318, 0.26607, 0.49754], [-5.63630, -1.85281, 0.95680], [-5.44073, 3.42904, -1.46591], [4.91294, 4.71627, 1.78724], [-2.38851, -0.45168, 1.21528], [0.80392, -2.48087, -6.80747], [-2.63539, -3.57431, -4.18402], [5.18124, -1.53288, 1.64502], [1.42974, 0.73009, -1.08142], [-5.17616, 1.11873, -2.74753], [-2.77283, -4.08569, -3.23129], [3.71527, 3.84219, 1.07402], [1.58986, -0.21408, -1.01439], [-0.78823, -2.10232, -0.46844], [-0.78830, -0.07632, -2.18298], [0.66711, -2.70344, -4.81174], [2.08077, 4.24684, 2.93002], [-6.39947, -1.75048, -0.60247], [2.60355, 1.22979, 1.77041], [-7.35493, 0.41902, -1.70465], [6.75640, 2.30618, 5.55204], [2.60992, 1.75765, 5.58998], [2.03606, -2.12773, -4.27564], [-5.42748, -1.80078, -0.11175], [-7.10372, -0.56964, -2.08877], [-2.02292, -1.46578, -5.28627], [4.43059, 0.54732, 3.31322], [4.76816, 3.00013, 5.98751], [4.68662, -0.57960, 1.83134], [-1.35620, -2.84272, -6.95831], [5.75754, 2.27166, 5.11709], [-4.47757, -0.56463, -0.41270], [-2.46631, -1.51564, -2.89882], [-0.97781, -2.69415, 0.42705], [-8.01109, 0.72715, -2.51867], [1.31374, -2.98644, 1.12115], [2.11668, -2.25306, 1.19559], [-0.63943, 1.67597, 2.38552], [0.70005, 3.30617, 0.17678], [-4.13968, -0.39163, -3.95135], [-1.13655, -0.31937, 3.28075], [1.93579, -1.48262, -3.40279], [6.21685, -1.27358, -0.01635], [-3.73479, -0.72855, -1.74470], [-0.12030, -4.61659, -5.91482], [0.64119, -4.27334, -5.21452], [2.50114, -1.55295, -5.07653], [0.18689, 2.47875, 0.66682], [6.48821, -1.33920, 0.90216], [4.17347, 1.25428, 2.52442], [0.25737, -1.87872, -6.08166], [-0.73581, 3.72381, 2.18867], [-0.74113, 2.15164, 0.19792], [-0.02004, -3.18633, -2.52156], [-0.56503, -0.66578, -0.07636], [2.85994, 4.22366, 7.08237], [-4.86540, -2.70912, -0.32871], [1.59718, -4.46349, -5.70239], [-1.09127, 0.18538, -1.16917], [4.55467, 1.07958, 1.51831]], "forces_ev_per_angstrom": [[-0.591, 0.395, -0.086], [0.005, 0.124, 0.245], [-4.549, -0.780, -0.338], [-0.760, 0.758, -0.298], [3.914, 3.044, 7.205], [0.812, -0.104, -0.779], [-0.242, 1.917, 0.307], [0.997, -0.605, 1.365], [-0.608, -0.713, -2.761], [-0.607, -1.172, 1.796], [-0.350, 0.310, 0.352], [-4.293, -0.936, -1.283], [-1.107, 0.143, 0.844], [0.032, 0.863, -0.071], [-0.242, -0.265, 0.485], [0.118, 0.064, 0.262], [-1.227, 0.268, -0.143], [2.708, 1.303, -1.454], [-0.149, 0.024, -0.079], [-7.887, -6.444, -6.691], [-2.557, -1.561, -0.898], [-0.808, -1.023, -0.481], [0.849, 0.309, -0.717], [1.434, -0.138, 0.036], [2.476, -0.834, -3.255], [0.663, -0.025, -0.273], [0.530, -0.305, -0.520], [-1.759, 0.418, 0.783], [-0.030, -1.159, -1.554], [-0.628, -0.648, 1.421], [0.130, -0.060, -2.425], [-0.393, 0.013, 0.480], [-0.172, -0.116, -0.150], [4.989, 0.531, 3.607], [-0.900, -0.099, 1.288], [0.105, 0.260, -0.397], [0.029, -0.038, 0.352], [1.384, -1.539, 2.959], [0.303, -0.035, -0.134], [0.241, 0.144, 0.190], [-0.887, 0.637, -2.476], [-0.255, 0.081, -0.145], [-8.458, -0.843, -5.944], [-0.509, -0.491, 0.552], [-0.999, 3.618, 1.649], [0.215, -0.313, -0.992], [-0.643, -0.453, -0.838], [-4.039, 1.212, 4.989], [-2.036, 1.781, 0.289], [-0.390, 0.360, 0.225], [-0.484, 0.219, 0.242], [1.073, 0.769, -1.391], [3.723, 0.729, 1.273], [0.040, -0.422, 0.264], [0.011, 0.037, 0.450], [-0.047, -0.334, 0.039], [-0.274, 0.283, 3.241], [-0.328, 0.132, 0.008], [-0.560, 0.683, 0.182], [-0.232, -0.471, 0.380], [-5.761, 2.185, 2.428], [6.832, -2.532, -2.807], [2.927, 1.517, 2.766], [-0.257, -0.343, -0.637], [2.882, -1.600, -3.425], [0.005, -0.315, -0.292], [0.885, -0.120, 0.019], [-0.024, -0.774, -0.427], [-0.746, -0.029, 0.091], [2.326, 0.581, 0.679], [0.855, -0.425, -0.052], [1.706, -0.696, 1.158], [7.513, 0.352, -0.405], [-0.236, -0.179, -0.282], [-1.626, 1.643, -0.839], [-0.587, -0.446, 0.356], [0.188, -0.335, -0.099], [-0.017, 0.124, 0.186], [-4.119, 1.897, -2.213], [0.006, 0.117, 0.180], [0.419, -0.463, 0.000], [0.352, -0.039, 0.980], [8.538, -0.894, 4.567], [0.239, 0.508, -0.585], [2.183, -1.359, -0.221], [3.066, -2.242, -1.253], [0.826, 0.518, -1.355], [-0.329, -3.229, -0.910], [-0.476, 0.002, -0.011], [-0.338, -0.746, -0.084], [-0.394, 0.029, -0.514], [-0.015, -0.647, 3.094], [1.080, 0.011, 0.528], [-1.213, -0.593, 0.543], [-0.422, 0.203, -0.239], [0.298, -0.250, -0.316], [-4.769, -0.289, -4.632], [1.018, -0.379, -0.285], [0.072, 0.083, 0.119], [-0.339, -0.290, -0.290], [-0.288, -1.236, -0.988], [0.944, 0.514, 0.188], [0.086, -0.260, 0.490], [0.582, -0.270, -0.472], [0.945, -0.009, -0.087], [-0.201, -0.044, -1.341], [3.271, -2.191, -0.030], [-0.831, -0.187, 0.387], [0.546, 0.358, -0.888], [-2.287, 0.295, 1.070], [7.077, -4.131, -7.284], [0.276, -0.275, 0.195], [-0.052, 0.970, 0.330], [-1.075, 0.303, 0.908], [-7.197, 1.569, -0.048], [-0.122, 0.521, 0.648], [-0.438, 0.408, 0.357], [0.127, 0.385, 0.272], [-0.422, -0.257, 0.197], [-0.302, -0.179, -0.064], [0.249, 0.095, -0.328], [-9.142, 2.825, 3.727], [-0.290, 0.295, 0.414], [2.238, 1.444, 0.410], [0.102, 0.013, -0.002], [1.568, -1.720, 0.335], [-1.817, 0.397, 0.077], [5.449, 6.991, 6.200], [1.123, -1.073, 0.203], [-1.112, 2.120, 1.825], [0.142, 1.262, 0.318], [-0.013, -1.156, -3.276], [-0.607, -0.338, 0.371], [-0.353, -0.674, 0.111], [-0.311, -0.208, -0.263], [0.149, -0.013, -0.455], [1.223, 2.214, -1.266], [1.434, 1.181, 1.051]]}